No. 1
Density functional theory data (the ωB97M-V functional and the def2-TZVPD basis) for a cluster of 2 separate species, C6H14NO in total.

Net charge: -1
Energy relative to the best compared isomer or geometry (same formula, charge and spin) in kJ/mol: 390.0
LUMO level in eV: 3.39
Orbital gap in eV: 5.76
Highest occupied orbital energy in hartree: -0.0870

Each line ends with the Löwdin charge.
Element x y z (Å)
1 H 3.659 -1.616 0.807  0.026
2 N -2.033 0.474 0.142  -0.013
3 H 1.368 0.723 0.853  0.061
4 H -0.190 -0.836 0.040  0.085
5 H -3.709 -1.983 -1.119  0.062
6 C -2.547 -0.682 0.222  -0.315
7 C 3.172 -0.863 0.139  -0.492
8 H 0.726 0.782 -1.595  0.065
9 O 3.278 0.408 0.568  -0.422
10 H 2.119 -1.256 -0.004  0.025
11 H -0.625 -0.407 1.683  0.105
12 H -3.005 -0.946 1.196  0.106
13 C 0.380 1.098 0.526  -0.266
14 C -0.642 -0.045 0.647  -0.223
15 H -0.354 2.149 -1.230  0.047
16 C -2.704 -1.588 -0.975  -0.067
17 C 0.535 1.607 -0.908  -0.126
18 H 1.423 2.240 -0.943  0.063
19 H -2.390 -0.973 -1.816  0.078
20 H -2.007 -2.419 -0.879  0.075
21 H 3.644 -1.055 -0.857  0.027
22 H 0.073 1.931 1.160  0.098


No. 2
Density functional theory data (the ωB97M-V functional and the def2-TZVPD basis) for an isolated molecule of C5H6O2.

SMILES: O=CCC#CCO
Net charge: 0
Energy relative to the best compared isomer or geometry (same formula, charge and spin) in kJ/mol: 229.6
LUMO level in eV: 0.72
Orbital gap in eV: 10.68
Highest occupied orbital energy in hartree: -0.3660

Each line ends with the Löwdin charge.
Element x y z (Å)
1 C -0.800 0.047 -0.616  0.009
2 O -2.320 -1.790 -0.535  -0.059
3 H -1.690 -0.944 -2.258  0.122
4 C 0.107 0.553 -0.005  -0.034
5 C 2.308 0.100 1.052  -0.257
6 H 1.006 1.729 1.542  0.125
7 H -2.312 -1.563 0.404  0.090
8 H 1.754 1.821 -0.057  0.131
9 H 2.395 -0.764 0.361  0.129
10 H -2.781 0.087 -1.327  0.120
11 O 3.009 0.208 2.025  0.058
12 C 1.269 1.141 0.657  -0.157
13 C -1.946 -0.625 -1.242  -0.277


No. 3
Density functional theory data (the ωB97M-V functional and the def2-TZVPD basis) for a structure of composition C30H37F25INO10S.

Net charge: 0
LUMO level in eV: 0.02
Orbital gap in eV: 9.26
Highest occupied orbital energy in hartree: -0.3396

Each line ends with the Löwdin charge.
Element x y z (Å)
1 F -6.465 2.993 0.564  0.141
2 C -0.614 -3.003 1.520  -0.093
3 F -7.620 5.276 1.761  0.097
4 O 1.355 -4.984 4.054  -0.110
5 H 5.290 -1.638 0.861  0.058
6 H 2.388 -6.461 1.398  0.107
7 F 4.545 2.192 -5.838  0.132
8 C 4.704 -1.237 -6.137  -0.530
9 H 7.009 0.025 -6.007  0.146
10 C -6.313 4.964 1.869  -0.300
11 H -0.191 -2.006 -2.895  0.127
12 F 2.841 -2.093 -4.952  0.094
13 C 0.953 -3.784 3.375  -0.473
14 F 5.107 0.547 -3.606  0.087
15 F -0.032 4.245 -0.149  0.137
16 C -9.882 2.938 1.413  -0.280
17 H 3.151 -5.112 -0.774  0.107
18 F 4.826 -2.360 -6.879  0.148
19 F 2.000 -2.949 3.060  0.047
20 S 0.174 -6.056 3.591  0.662
21 O -0.719 -6.303 4.664  -0.207
22 H -0.909 -4.072 -0.439  0.116
23 O -1.242 -0.285 -2.325  -0.031
24 H 3.041 -5.023 2.240  0.100
25 F -5.672 5.587 0.847  0.090
26 F 1.119 4.911 2.385  0.100
27 C 1.387 3.770 1.719  -0.279
28 H -0.660 -0.995 -0.190  0.117
29 C -0.966 -1.697 -2.185  -0.145
30 H -1.520 -3.105 2.135  0.121
31 C -0.405 -1.913 -0.749  -0.160
32 H -1.897 -2.273 -2.276  0.128
33 H -2.138 -2.900 0.010  0.120
34 H 0.733 -5.254 0.237  0.137
35 F 5.506 -1.396 -5.066  0.138
36 H -0.966 -2.804 4.039  0.126
37 F -9.115 3.608 0.529  0.098
38 F -4.733 3.236 1.858  0.065
39 O -0.903 -0.205 -4.488  0.140
40 H 4.630 -3.749 1.509  0.102
41 F 0.503 2.185 0.234  0.134
42 H 6.628 1.076 -7.326  0.149
43 C 5.917 1.545 -4.016  -0.298
44 H 3.754 -1.107 0.581  0.053
45 N 4.581 -1.503 0.150  -0.011
46 C 3.667 -5.225 0.197  -0.189
47 I 2.581 -2.054 6.138  0.824
48 H 2.597 -1.036 -6.626  0.179
49 C -1.647 6.531 1.295  -0.294
50 C -1.050 -3.088 0.024  -0.168
51 F 6.622 2.832 -5.826  0.106
52 C 3.238 -1.067 -5.743  -0.272
53 F -1.436 5.187 3.238  0.135
54 H 4.896 -2.921 -1.399  0.104
55 H 0.282 2.073 -4.142  0.094
56 C 2.572 -5.384 1.318  -0.161
57 C -2.077 3.962 1.324  -0.038
58 O -7.975 1.988 2.550  0.047
59 O -0.942 3.141 1.578  0.046
60 H 1.606 -3.744 0.201  0.100
61 H -2.269 4.075 0.256  0.152
62 H -0.133 -3.762 5.250  0.127
63 H 1.404 1.005 -3.316  0.084
64 C 0.208 3.360 0.838  -0.529
65 C 0.369 -4.101 1.984  -0.340
66 F -1.752 7.639 2.072  0.094
67 C 0.030 -3.067 4.410  -0.054
68 H -10.168 1.981 0.971  0.177
69 F -9.922 2.003 3.561  0.149
70 H -2.919 3.368 1.693  0.123
71 H 0.699 -1.956 -0.737  0.105
72 C 4.294 -2.800 -0.482  -0.278
73 C -6.737 2.601 2.872  -0.044
74 O 5.147 -0.190 -6.928  0.047
75 H 4.282 -6.136 0.117  0.104
76 H 6.947 1.307 -3.736  0.175
77 C 6.201 0.621 -6.433  -0.046
78 C 1.330 -4.574 0.866  -0.086
79 C -6.085 3.456 1.772  -0.418
80 F 2.482 3.994 0.955  0.101
81 O 0.233 -0.792 5.024  0.065
82 F -0.352 6.426 0.932  0.093
83 F 5.544 2.660 -3.340  0.095
84 H -5.926 5.363 2.809  0.169
85 F -8.871 3.881 3.363  0.141
86 O 0.669 -7.283 3.074  -0.220
87 H 3.243 -2.808 -0.811  0.084
88 C 0.700 -1.831 5.058  -0.814
89 H 5.646 -4.359 0.192  0.103
90 C -2.119 5.307 2.078  -0.425
91 F -3.418 5.534 2.425  0.095
92 H 1.615 2.988 2.448  0.176
93 C -9.137 2.723 2.730  -0.529
94 H 0.151 1.950 -2.397  0.069
95 F -10.996 3.675 1.626  0.102
96 H -0.175 -2.009 1.693  0.135
97 H -6.060 1.762 3.035  0.150
98 C 0.367 1.367 -3.305  0.033
99 C 5.796 1.791 -5.519  -0.441
100 C 4.629 -4.016 0.440  -0.182
101 H -6.776 3.121 3.830  0.148
102 O -0.446 -5.304 2.284  -0.132
103 F 3.057 0.073 -5.043  0.089
104 C -0.641 0.245 -3.440  -0.545
105 H -2.258 6.686 0.400  0.176


No. 4
Density functional theory data (the ωB97M-V functional and the def2-TZVPD basis) for a structure of composition C37H31N2O3P2PtS.

Net charge: +1
Multiplicity: 3
LUMO level (spin up / spin down) in eV: -2.68 / -4.34
Orbital gap (spin up / spin down) in eV: 6.86 / 7.23
Expectation value of S²: 2.012
Highest occupied orbital energy (spin up / spin down) in hartree: -0.3506 / -0.4251

Each line ends with the Löwdin spin population.
Element x y z (Å)
1 C 3.879 -0.263 -4.255  0.000
2 H -1.339 -3.517 3.311  0.000
3 C 2.036 -0.613 1.980  0.005
4 C -4.989 -1.502 -1.710  -0.001
5 H -4.300 0.183 1.150  0.000
6 C 3.782 0.503 3.198  0.006
7 P -1.447 0.460 0.480  0.162
8 C -3.029 4.250 0.390  0.000
9 H 5.770 -1.150 -4.735  0.000
10 H -1.719 -2.292 5.431  0.001
11 S -1.050 -1.070 -2.309  0.124
12 C -0.909 -3.585 -1.270  0.004
13 H 1.826 3.237 -1.799  0.003
14 C -2.892 2.878 0.210  0.010
15 C -3.718 -1.554 -2.266  0.007
16 H 4.242 0.775 4.140  0.000
17 N 0.921 3.169 -1.347  0.117
18 C 4.180 -1.458 -1.767  0.004
19 H -3.605 2.348 -0.409  0.001
20 O -2.148 4.116 -2.762  0.016
21 H 4.229 0.878 -0.136  0.000
22 C 5.005 -1.023 -3.980  0.001
23 C -0.287 -2.342 -1.294  0.006
24 H 2.173 -0.585 4.117  0.000
25 H 1.142 -1.215 1.984  0.000
26 C 4.357 0.909 2.002  -0.001
27 C -1.436 -2.438 3.307  -0.002
28 C -0.309 -4.629 -0.588  0.000
29 H 4.308 -1.926 -0.797  0.000
30 C -2.097 4.954 1.134  0.009
31 C -1.353 -1.741 2.115  0.014
32 O -1.190 -1.596 -3.677  0.089
33 C -1.787 -0.370 4.486  0.000
34 C -1.006 4.293 1.694  -0.001
35 C 3.772 0.558 0.793  0.006
36 C -4.133 -0.298 0.193  0.005
37 C -1.805 2.214 0.763  0.012
38 H -1.853 -3.731 -1.781  0.000
39 C 3.045 -0.690 -2.033  0.022
40 C 0.942 -2.127 -0.669  0.006
41 Pt 0.068 0.944 -1.374  1.041
42 C -5.194 -0.885 -0.483  0.008
43 C -1.481 -0.347 2.102  0.032
44 C 2.901 -0.094 -3.283  0.015
45 H -5.822 -1.950 -2.236  0.000
46 C 5.156 -1.623 -2.734  0.001
47 H 3.756 0.196 -5.227  0.000
48 H -1.965 0.164 5.411  0.000
49 H -3.531 -2.022 -3.224  0.001
50 C -0.853 2.929 1.501  0.008
51 N -0.032 3.935 -2.029  0.005
52 H -0.279 4.841 2.281  0.000
53 C -1.252 3.374 -2.435  0.008
54 C 1.534 -3.194 0.005  0.001
55 H -1.821 1.414 3.296  0.001
56 H -2.212 6.021 1.273  0.001
57 P 1.746 -0.493 -0.788  0.065
58 C 0.913 -4.432 0.048  0.003
59 H -0.046 4.929 -1.866  0.003
60 C -1.706 0.338 3.291  0.017
61 H 1.000 3.461 -0.377  0.001
62 C 2.621 -0.259 3.187  0.000
63 H 2.018 0.492 -3.511  0.013
64 H 6.034 -2.219 -2.521  0.000
65 H 0.003 2.414 1.929  0.001
66 H 1.385 -5.252 0.574  0.000
67 H -6.187 -0.850 -0.055  0.001
68 C -1.650 -1.749 4.497  0.015
69 H -0.791 -5.597 -0.555  0.000
70 H 2.480 -3.052 0.512  0.000
71 H -1.201 -2.283 1.187  0.001
72 H -3.857 4.767 -0.076  0.000
73 O -1.286 2.063 -2.461  0.089
74 C -2.859 -0.307 -0.366  0.026
75 H 5.265 1.497 2.009  0.000
76 C -2.671 -0.971 -1.573  0.013
77 C 2.607 -0.208 0.776  0.004


Going through the records in order, we get total energy values of -366.85311, -344.51445, -5164.95795, -2963.79140 Ha.